# 1
Molecular formula: H18O9
Method: DFT, the ωB97M-V functional and the def2-TZVPD basis

XYZ file:
```
27
Properties=species:S:1:pos:R:3
O -0.32 -1.12 -2.53
H -0.78 -0.46 -1.99
H 0.03 -0.68 -3.28
O -0.58 -3.20 -0.05
H -0.90 -2.37 0.19
H -0.68 -3.17 -0.97
O -0.36 2.24 1.05
H 0.51 1.92 1.14
H -0.31 2.98 1.63
O 1.51 1.70 3.74
H 1.03 2.33 4.24
H 0.83 1.26 3.24
O 1.35 1.02 -1.33
H 0.62 1.62 -1.44
H 1.93 1.52 -0.72
O 1.93 -1.37 -0.40
H 1.26 -2.01 -0.65
H 1.64 -0.56 -0.82
O -3.09 -0.05 -2.53
H -3.12 0.31 -3.39
H -3.28 0.71 -1.98
O -1.17 -0.49 0.40
H -1.61 0.20 -0.07
H -0.48 -0.09 0.92
O 1.17 -0.39 1.89
H 1.37 -1.04 2.59
H 1.51 -0.82 1.14
```

Computed properties:
Electronic energy (hartree): -687.94078
LUMO level (Ha): -0.0061
ΔE to the lowest compared entry with this formula, charge and spin (kJ/mol): 223.21
Orbital gap (eV): 10.5

Here are the natural (NBO) charges for atoms 1 to 4, given in e:
1 O -0.948
2 H 0.478
3 H 0.467
4 O -0.955



# 2
Molecular formula: H18O9
Method: DFT, the ωB97M-V functional and the def2-TZVPD basis

XYZ file:
```
27
Properties=species:S:1:pos:R:3
O 0.78 1.29 -0.82
H -0.08 1.74 -0.90
H 1.23 1.29 -1.67
O -2.42 -0.95 -0.56
H -1.72 -1.05 0.08
H -2.25 -0.10 -0.95
O 3.16 2.22 0.72
H 2.57 1.71 0.21
H 2.96 3.09 0.34
O 2.84 -0.80 -1.05
H 2.49 -1.48 -0.46
H 3.46 -1.29 -1.63
O -1.99 1.77 -0.14
H -2.09 2.69 -0.32
H -1.84 1.73 0.78
O -1.50 -3.21 0.82
H -2.21 -3.82 0.90
H -1.56 -2.77 1.71
O -0.04 -0.73 1.08
H -0.06 -1.66 0.85
H 0.32 -0.20 0.38
O 0.14 -1.33 -2.21
H 0.88 -0.88 -1.80
H -0.47 -0.61 -2.36
O -1.23 1.19 2.46
H -0.88 0.41 2.06
H -0.48 1.77 2.50
```

Computed properties:
Electronic energy (hartree): -687.94349
LUMO level (Ha): 0.0021
ΔE to the lowest compared entry with this formula, charge and spin (kJ/mol): 216.09
Orbital gap (eV): 10.3

Here are the natural (NBO) charges for atoms 1 to 4, given in e:
1 O -0.999
2 H 0.508
3 H 0.492
4 O -0.952



# 3
Molecular formula: H18O9
Method: DFT, the ωB97M-V functional and the def2-TZVPD basis

XYZ file:
```
27
Properties=species:S:1:pos:R:3
O 4.20 3.67 2.93
H 3.89 2.79 2.72
H 4.04 3.75 3.87
O -2.21 1.57 -3.56
H -2.11 0.73 -3.99
H -1.68 1.49 -2.76
O -1.78 -4.13 -1.09
H -2.49 -4.17 -0.46
H -1.83 -4.95 -1.57
O -1.64 4.20 0.22
H -2.51 4.09 -0.15
H -1.08 4.34 -0.55
O -1.42 -2.00 -4.23
H -1.66 -2.56 -3.49
H -0.49 -2.15 -4.36
O -0.95 -0.30 3.23
H -0.93 0.57 3.62
H -1.83 -0.63 3.43
O 0.30 0.89 -0.66
H 0.02 -0.02 -0.55
H 0.28 1.26 0.22
O 1.07 -3.10 1.76
H 0.62 -2.47 2.33
H 0.43 -3.29 1.07
O 3.49 0.39 0.85
H 3.14 0.43 -0.04
H 3.10 -0.40 1.22
```

Computed properties:
Electronic energy (hartree): -687.92948
LUMO level (Ha): -0.0040
ΔE to the lowest compared entry with this formula, charge and spin (kJ/mol): 252.88
Orbital gap (eV): 11.0

Here are the natural (NBO) charges for atoms 1 to 4, given in e:
1 O -0.938
2 H 0.476
3 H 0.463
4 O -0.952